{"formula": "C31H76Br3N3O3", "method": "ωB97M-V/def2-TZVPD", "largest_force_ev_per_a": 2.4, "orbital_gap_ev": 8.9, "e_tot_ha": -9338.6398, "total_charge": 0, "species": ["C", "Br", "Br", "Br", "H", "C", "C", "C", "C", "C", "C", "H", "H", "H", "H", "H", "H", "H", "H", "H", "H", "H", "H", "H", "H", "C", "C", "C", "C", "C", "C", "H", "H", "H", "H", "H", "H", "H", "H", "H", "H", "H", "H", "H", "H", "C", "C", "C", "C", "C", "C", "H", "H", "H", "H", "H", "H", "H", "H", "H", "H", "H", "H", "H", "H", "C", "C", "C", "O", "C", "N", "H", "H", "H", "H", "H", "H", "H", "H", "H", "H", "H", "C", "C", "C", "O", "C", "N", "H", "H", "H", "H", "H", "H", "H", "H", "H", "H", "H", "C", "C", "C", "O", "C", "N", "H", "H", "H", "H", "H", "H", "H", "H", "H", "H", "H"], "coordinates": [[-39.340, -10.646, -7.293], [-39.906, -10.248, -5.463], [-37.555, -11.211, -7.262], [-39.586, -9.119, -8.525], [-39.929, -11.450, -7.712], [-42.462, -10.825, -2.921], [-44.011, -10.723, -2.942], [-44.842, -11.974, -2.837], [-46.342, -11.576, -2.878], [-47.213, -12.795, -3.243], [-47.270, -13.898, -2.214], [-42.108, -10.679, -1.896], [-42.052, -10.021, -3.528], [-42.030, -11.775, -3.244], [-44.314, -10.040, -2.143], [-44.167, -10.164, -3.871], [-44.602, -12.457, -1.887], [-44.639, -12.679, -3.649], [-46.606, -11.384, -1.829], [-46.559, -10.667, -3.433], [-48.230, -12.472, -3.493], [-46.855, -13.077, -4.241], [-46.350, -14.482, -2.100], [-47.564, -13.614, -1.204], [-47.909, -14.723, -2.547], [-44.284, -10.484, -8.308], [-43.230, -11.157, -9.167], [-42.750, -10.246, -10.305], [-41.681, -10.895, -11.182], [-41.582, -10.284, -12.590], [-42.802, -10.351, -13.508], [-44.725, -11.103, -7.525], [-45.126, -10.248, -8.973], [-43.968, -9.538, -7.871], [-42.344, -11.309, -8.531], [-43.527, -12.139, -9.534], [-42.393, -9.265, -9.981], [-43.635, -10.035, -10.917], [-40.663, -10.842, -10.791], [-41.931, -11.963, -11.215], [-41.374, -9.225, -12.393], [-40.745, -10.703, -13.153], [-43.572, -9.703, -13.087], [-42.545, -9.966, -14.495], [-43.130, -11.383, -13.639], [-40.934, -15.735, -14.722], [-41.797, -15.828, -13.478], [-41.181, -15.115, -12.276], [-39.992, -15.888, -11.656], [-39.416, -15.088, -10.459], [-40.291, -14.691, -9.290], [-40.011, -16.312, -14.802], [-40.686, -14.720, -15.047], [-41.512, -16.103, -15.581], [-42.779, -15.406, -13.704], [-41.972, -16.876, -13.224], [-41.903, -15.091, -11.451], [-40.926, -14.068, -12.455], [-40.351, -16.872, -11.352], [-39.164, -15.940, -12.364], [-38.493, -15.602, -10.171], [-39.013, -14.201, -10.963], [-40.733, -15.539, -8.767], [-39.838, -14.012, -8.563], [-41.129, -14.044, -9.581], [-40.719, -13.999, -5.449], [-41.627, -15.136, -4.971], [-42.605, -15.586, -6.098], [-43.398, -16.665, -5.631], [-44.333, -16.293, -4.669], [-40.791, -16.237, -4.558], [-40.018, -13.650, -4.693], [-41.264, -13.194, -5.939], [-40.065, -14.535, -6.151], [-42.238, -14.721, -4.166], [-41.970, -15.934, -6.913], [-43.267, -14.786, -6.450], [-45.067, -17.096, -4.569], [-44.928, -15.416, -4.944], [-43.982, -16.132, -3.644], [-41.373, -17.009, -4.254], [-40.114, -16.610, -5.207], [-36.755, -7.402, -6.688], [-37.095, -5.935, -6.791], [-36.147, -5.203, -7.759], [-36.652, -3.899, -7.971], [-35.837, -3.157, -8.852], [-38.491, -5.747, -7.204], [-35.665, -7.417, -6.608], [-37.036, -7.898, -7.618], [-37.260, -7.865, -5.844], [-37.008, -5.441, -5.820], [-36.175, -5.757, -8.708], [-35.119, -5.154, -7.389], [-34.810, -3.018, -8.513], [-36.242, -2.153, -8.980], [-35.920, -3.631, -9.833], [-38.665, -4.807, -7.557], [-38.637, -6.254, -8.081], [-37.561, -9.556, -2.534], [-36.439, -10.106, -3.426], [-35.007, -9.920, -2.973], [-34.816, -10.431, -1.676], [-33.475, -10.687, -1.369], [-36.656, -11.537, -3.724], [-37.412, -10.079, -1.583], [-38.507, -9.927, -2.918], [-37.506, -8.470, -2.465], [-36.481, -9.589, -4.396], [-34.771, -8.844, -2.923], [-34.335, -10.337, -3.732], [-33.004, -11.314, -2.129], [-33.369, -11.109, -0.370], [-32.879, -9.768, -1.266], [-36.466, -12.012, -2.842], [-37.618, -11.733, -3.966]], "atomic_forces_ev_per_a": [[-0.5, 0.8, -0.1], [-0.1, 0.0, -0.8], [0.9, -0.3, -0.1], [-0.1, -0.6, 0.6], [-0.2, 0.1, 0.2], [-0.3, -0.1, 1.0], [1.3, 0.8, -0.6], [-0.5, 0.7, -0.4], [0.0, -1.5, 1.8], [-0.2, 1.3, -1.1], [0.5, -1.6, -0.3], [0.2, 0.0, -0.1], [0.1, 0.0, 0.0], [-0.3, 0.0, -0.3], [0.0, 0.0, 0.0], [-0.8, -0.3, 0.0], [-0.1, -0.2, -0.1], [0.2, 0.0, 0.0], [0.0, 0.5, -0.1], [0.1, -0.2, -0.4], [-0.1, 0.1, 0.4], [0.1, -0.8, 0.2], [0.4, 0.6, 0.0], [-0.2, 0.4, -0.1], [-0.5, 0.4, 0.0], [-1.1, 0.0, -0.6], [1.4, 0.9, 0.9], [-0.3, -0.2, -0.5], [-0.3, -0.6, -0.7], [0.0, 0.3, 0.0], [0.3, 0.1, 0.5], [0.3, -0.1, 0.1], [0.0, 0.2, 0.1], [0.3, -0.1, 0.0], [0.0, -0.4, 0.0], [-0.2, 0.1, -0.1], [-0.1, -0.1, 0.4], [0.1, 0.0, -0.1], [-0.2, 0.1, 0.5], [0.1, 0.0, -0.3], [0.3, 0.0, -0.3], [0.2, 0.0, 0.3], [-0.4, -0.3, -0.2], [0.0, 0.1, 0.0], [-0.3, 0.1, 0.1], [-0.3, -0.1, -1.7], [0.5, 0.4, 0.2], [-0.1, -1.0, 1.0], [-0.6, 1.3, 0.4], [1.0, 0.1, -1.0], [-0.8, 0.6, 0.0], [0.0, 0.0, 0.7], [0.0, 0.2, 0.5], [0.0, -0.1, 0.1], [0.0, 0.1, 0.0], [0.0, 0.0, 0.0], [-0.3, 0.1, -0.2], [0.1, 0.0, -0.3], [0.2, -0.2, -0.1], [-0.1, -0.5, -0.1], [-0.2, -0.1, 0.5], [-0.1, 0.3, 0.3], [0.1, -0.1, 0.1], [0.7, -0.5, 0.1], [-0.1, -0.4, -0.5], [0.4, -1.3, -0.5], [-0.1, 0.9, -1.2], [0.5, 0.3, 1.0], [0.3, -0.1, -0.4], [-1.4, -0.3, 0.6], [-0.5, -0.4, 1.5], [-0.4, 0.2, 0.3], [0.1, 0.1, 0.0], [0.0, 0.6, -0.5], [0.1, -0.5, 0.5], [-0.3, -0.2, -0.2], [0.1, 0.2, 0.0], [0.2, -0.1, -0.2], [0.2, 0.3, -0.2], [0.6, 0.1, -0.1], [0.1, 0.0, 0.0], [-0.1, 0.4, -0.5], [0.4, 0.7, -0.3], [-0.5, 1.2, -0.3], [-0.6, -0.3, 0.0], [0.4, 0.4, 0.4], [-0.7, 0.2, -0.4], [-0.4, -0.3, -0.9], [0.0, -0.6, 0.3], [0.0, -0.2, 0.1], [0.1, -0.1, 0.0], [0.1, -0.1, 0.1], [0.3, 0.0, -0.1], [0.1, -0.1, 0.1], [0.2, -0.4, 0.0], [-0.3, -0.1, 0.3], [0.6, 0.0, -0.2], [0.4, 0.2, 0.7], [0.0, -0.5, 0.4], [1.2, -0.8, 0.2], [-0.7, -0.3, -1.3], [-0.2, 1.2, 0.3], [-0.2, -0.8, 0.1], [0.7, 0.6, 0.3], [0.7, 0.0, 0.7], [-0.2, 0.6, 0.3], [-0.2, 0.4, -0.2], [-0.3, 0.0, 0.3], [0.0, 0.0, 0.1], [-0.1, 0.0, -0.2], [0.0, -0.4, 0.2], [0.0, -0.2, 0.1], [-0.5, -0.5, -0.2], [-0.1, 0.2, -0.5], [-0.1, -0.3, -0.3], [-0.1, 0.1, 0.0]], "mulliken_charge": [0.2369, 0.0683, -0.0291, -0.0271, -0.2672, -0.7628, -0.7233, 0.1421, -0.8891, -0.3309, -1.2073, 0.3390, 0.0946, 0.1633, 0.2777, 0.3054, 0.2551, 0.0184, 0.2792, 0.4972, 0.3236, 0.2350, 0.2398, 0.3502, 0.3865, -1.4697, 0.4842, -0.7865, 0.4917, -0.7898, -1.1914, 0.3759, 0.3535, 0.3220, -0.3557, 0.3726, 0.2995, 0.3885, 0.1218, -0.2619, 0.2737, 0.4318, 0.3370, 0.3862, 0.2342, -1.2672, -0.5099, -0.2342, -0.6820, -0.7489, -0.3253, 0.3411, 0.3079, 0.3770, 0.3373, 0.3058, 0.2248, 0.1869, 0.3133, 0.3692, 0.3385, 0.3126, 0.1924, 0.1265, 0.0061, -1.2637, 0.6739, -0.1788, -0.4566, -0.7481, -0.6310, 0.2910, 0.2266, 0.3020, 0.0884, -0.1525, 0.3749, 0.3869, 0.2768, 0.2912, 0.2934, 0.2530, -0.8771, 0.4133, -0.8090, -0.3108, -0.7661, -0.6209, 0.3937, 0.1701, 0.1064, 0.2253, 0.3388, 0.4093, 0.2846, 0.2590, 0.3270, 0.3244, 0.1116, -1.1886, 1.2359, -1.0687, -0.2855, -0.7826, -0.5912, 0.3679, 0.1868, 0.3354, -0.2612, 0.3866, 0.4521, 0.3251, 0.2537, 0.2949, 0.2885, 0.0790]}